Record 1
DFT (ωB97M-V/def2-TZVPD) results for an isolated molecule of C23H46NO3.

## Properties
Multiplicity = 2
Kohn-Sham gap (alpha / beta) = 9.198 / 9.783 eV

Geometry (Å):
C (6.23878, -1.52256, 1.12257)
C (6.01270, -0.38862, 2.10978)
C (4.63866, 0.25419, 1.88788)
O (4.41661, 0.43629, 0.50520)
C (3.03921, 0.56877, 0.09243)
C (2.43049, -0.86717, 0.06794)
C (1.62971, -1.27737, -1.16397)
C (1.05739, -2.71423, -1.01286)
C (-0.40873, -2.83943, -1.45682)
C (-1.33681, -2.05916, -0.53605)
C (-2.81229, -2.45300, -0.63581)
C (-3.59470, -2.04041, 0.63874)
C (-4.44157, -0.78247, 0.45796)
C (-5.54949, -0.70927, 1.53058)
C (-6.94578, -1.04278, 1.00818)
O (-7.67729, 0.17237, 0.88396)
C (-8.76460, 0.04047, -0.02297)
C (3.15029, 1.19351, -1.29874)
C (1.99798, 2.11476, -1.74008)
C (2.43384, 3.59320, -1.74075)
C (1.68191, 1.76573, -3.20820)
N (0.75707, 1.89562, -0.96488)
O (-0.25345, 2.52766, -1.43852)
C (0.89893, 2.01429, 0.50627)
C (-0.22549, 1.14778, 1.11570)
C (0.66497, 3.42583, 1.03314)
C (2.24400, 1.47967, 1.03527)
H (5.41543, -2.22966, 1.15053)
H (6.37998, -1.16743, 0.11325)
H (7.13315, -2.08375, 1.38150)
H (6.77857, 0.36953, 1.97847)
H (6.02164, -0.78969, 3.11496)
H (3.89887, -0.40092, 2.35238)
H (4.60039, 1.21215, 2.40340)
H (3.26722, -1.55697, 0.12332)
H (1.83026, -1.07080, 0.95015)
H (0.79516, -0.62059, -1.37966)
H (2.28196, -1.31703, -2.02658)
H (1.68211, -3.43841, -1.52505)
H (1.07884, -2.94814, 0.05241)
H (-0.45845, -2.49382, -2.48751)
H (-0.65253, -3.89807, -1.40154)
H (-1.27368, -1.01467, -0.82775)
H (-0.95392, -2.11579, 0.48081)
H (-3.23437, -1.87673, -1.45248)
H (-2.91331, -3.51481, -0.82874)
H (-2.86319, -1.83100, 1.41777)
H (-4.19849, -2.87934, 0.96901)
H (-4.90599, -0.84590, -0.52334)
H (-3.83585, 0.11488, 0.51084)
H (-5.30210, -1.41802, 2.31684)
H (-5.59799, 0.26561, 2.00479)
H (-6.84906, -1.51731, 0.03174)
H (-7.47761, -1.69465, 1.70150)
H (-9.50401, -0.64061, 0.39890)
H (-8.42814, -0.33783, -0.98612)
H (-9.18760, 1.02744, -0.14238)
H (3.38495, 0.43857, -2.03344)
H (4.03107, 1.81998, -1.23690)
H (2.67833, 3.89475, -2.75143)
H (3.31468, 3.78032, -1.13427)
H (1.63169, 4.24662, -1.42791)
H (1.10560, 2.55196, -3.67334)
H (2.63021, 1.69471, -3.73139)
H (1.13827, 0.83268, -3.27764)
H (-0.35347, 1.41548, 2.15674)
H (-1.15054, 1.39934, 0.60312)
H (-0.00319, 0.09866, 1.00012)
H (0.68212, 3.35792, 2.11475)
H (1.48317, 4.08728, 0.77573)
H (-0.28000, 3.83618, 0.70314)
H (2.02384, 0.99227, 1.97470)
H (2.87363, 2.33192, 1.29061)

Cartesian forces (eV/Å) of the 6 atoms listed first:
0.410 -0.274 0.340
-0.624 0.108 -0.861
0.449 -0.299 0.215
-0.253 0.353 0.218
-0.376 -0.760 0.109
0.061 0.160 -0.472

***

Record 2
DFT (ωB97M-V/def2-TZVPD) results for an isolated molecule of C17H20N4O3.

## Properties
Structure (SMILES) = COc1ccccc1/C=C/C=N/NC(=O)CC[C@H]1C(=O)NN=C1C
Kohn-Sham gap = 7.876 eV
Relative energy (zero: lowest compared OMol25 entry of this formula, charge and spin) = 107.7 kcal/mol

Geometry (Å):
C (4.39478, 4.14980, 3.36973)
H (5.14730, 3.80442, 4.08567)
O (3.47827, 3.13195, 3.05010)
C (2.70904, 2.60151, 4.04129)
C (2.77066, 3.00751, 5.36793)
C (1.95526, 2.41976, 6.32016)
C (1.06863, 1.42005, 5.96000)
C (1.00016, 1.00940, 4.64412)
C (1.80724, 1.57963, 3.65883)
C (1.76052, 1.17246, 2.27301)
C (0.98037, 0.21498, 1.73836)
C (1.01506, -0.11422, 0.34935)
N (0.26276, -1.03269, -0.11556)
N (0.30987, -1.31853, -1.42627)
C (-0.43065, -2.33480, -1.96747)
O (-1.17237, -3.03131, -1.31826)
C (-0.21851, -2.50810, -3.46297)
C (-1.53229, -2.81217, -4.18472)
H (-2.05540, -3.60231, -3.64342)
H (-1.29781, -3.17732, -5.18735)
C (-2.45078, -1.58594, -4.33440)
C (-3.73993, -1.59128, -3.54618)
N (-4.76696, -1.50503, -4.30269)
N (-4.35174, -1.44137, -5.60705)
C (-3.00210, -1.48909, -5.76020)
O (-2.39527, -1.47690, -6.80368)
H (-5.04210, -1.40396, -6.33962)
C (-3.83766, -1.64345, -2.07342)
H (-3.26977, -2.48395, -1.67768)
H (-4.87938, -1.72656, -1.77907)
H (-3.41394, -0.73746, -1.63953)
H (-1.88941, -0.67124, -4.11940)
H (0.26328, -1.63388, -3.90343)
H (0.45040, -3.36383, -3.58917)
H (0.95497, -0.79031, -2.02128)
H (1.70677, 0.44578, -0.29665)
H (0.28567, -0.36374, 2.32639)
H (2.43709, 1.71089, 1.62241)
H (0.30772, 0.23055, 4.36807)
H (0.43383, 0.96331, 6.70368)
H (2.01805, 2.74906, 7.34650)
H (3.45321, 3.78460, 5.67382)
H (4.88462, 4.40793, 2.43180)
H (3.89056, 5.03589, 3.76825)

Cartesian forces (eV/Å) of the 6 atoms listed first:
0.184 0.202 0.052
-0.048 0.016 -0.019
-0.282 -0.290 -0.002
-0.250 -0.257 -0.007
0.190 0.177 -0.069
-0.058 -0.075 -0.058

***

Record 3
DFT (ωB97M-V/def2-TZVPD) results for an isolated molecule of C7H12N2S.

## Properties
Kohn-Sham gap = 8.286 eV
Relative energy (zero: lowest compared OMol25 entry of this formula, charge and spin) = 88.3 kcal/mol

Geometry (Å):
C (-1.32529, 0.46704, -0.78233)
C (-0.87625, 0.13659, 1.64342)
C (-1.04012, -1.29871, 1.55071)
C (0.94933, -1.06149, -0.23058)
C (-0.35866, 0.69429, 0.33593)
C (0.52716, -1.89863, -1.39807)
C (0.69058, 2.60359, -0.81048)
N (-2.03381, 0.10437, -1.61009)
N (0.44409, 1.77323, 0.36038)
S (0.78649, -1.81573, 1.42364)
H (-1.76305, 0.70095, 1.90776)
H (-0.13219, 0.39362, 2.51511)
H (-1.48953, -1.85097, 2.32957)
H (-1.48518, -1.71192, 0.54641)
H (1.93974, -0.60627, -0.26679)
H (1.43917, -2.60809, -1.55282)
H (0.54019, -1.31623, -2.34291)
H (-0.30768, -2.68621, -1.15980)
H (1.47826, 2.24080, -1.48428)
H (-0.07703, 2.55363, -1.60219)
H (0.85985, 3.63889, -0.27101)
H (1.23391, 1.54724, 0.89842)

Cartesian forces (eV/Å) of the 6 atoms listed first:
1.494 0.550 1.506
1.099 2.606 1.527
1.370 -2.857 -2.799
-1.682 1.157 2.161
-0.402 -3.956 -2.033
1.618 -2.464 0.036

***

Record 4
DFT (ωB97M-V/def2-TZVPD) results for a structure of composition C4H6N2O.

## Properties
Kohn-Sham gap (alpha / beta) = 7.976 / 7.971 eV
Relative energy (zero: lowest compared OMol25 entry of this formula, charge and spin) = 154.1 kcal/mol

Geometry (Å):
C (-0.76690, -0.03579, 1.23096)
C (-0.85983, 1.26220, 0.36383)
C (-0.43752, 0.63908, -0.65389)
C (0.14696, -0.38518, -1.46374)
N (0.30450, -0.57192, 1.61046)
N (1.49318, -0.57391, 1.20770)
O (-1.21887, 2.50304, 0.77745)
H (-1.68025, -0.48340, 1.26021)
H (-0.37082, -0.67170, -2.32664)
H (1.00899, 0.24099, -1.76735)
H (0.49724, -1.20146, -0.80975)
H (2.04290, -1.18806, 1.88540)
H (-0.82547, 2.60482, 1.62883)

Cartesian forces (eV/Å) of the 6 atoms listed first:
-0.254 4.247 -2.898
1.001 0.003 -0.163
-2.000 -0.239 1.702
2.003 1.442 0.706
2.298 -2.895 2.541
0.501 -0.102 0.305

***

Record 5
DFT (ωB97M-V/def2-TZVPD) results for a cluster of 2 separate species, C4H14NO in total.

## Properties
Kohn-Sham gap = 13.110 eV
Relative energy (zero: lowest compared OMol25 entry of this formula, charge and spin) = 11.3 kcal/mol
Charge = +1

Geometry (Å):
C (-0.11552, 1.18859, -2.09196)
C (0.72166, 0.52136, -1.02658)
N (-0.03560, -0.61704, -0.41268)
C (0.78555, -1.45942, 0.59285)
C (1.17969, -0.59926, 1.78903)
H (0.19813, 2.21049, -2.27676)
H (-0.34175, 0.55647, -2.94985)
H (-1.11672, 1.33075, -1.65468)
H (0.85250, 1.18957, -0.17151)
H (1.73697, 0.22080, -1.27371)
H (-0.78186, -0.30153, 0.19977)
H (-0.34293, -1.22113, -1.17564)
H (0.04456, -2.17356, 0.94121)
H (1.63019, -1.85639, 0.04217)
H (0.31741, -0.40221, 2.41577)
H (1.61317, 0.36639, 1.52128)
H (1.93674, -1.06556, 2.41518)
H (-2.60081, 1.38501, 1.42829)
H (-3.27223, 0.14851, 0.77149)
O (-2.40915, 0.57816, 0.91631)

Cartesian forces (eV/Å) of the 6 atoms listed first:
-1.323 -0.173 0.832
-0.182 0.847 1.202
1.860 -0.995 0.347
-0.443 0.986 -0.086
0.243 0.395 -0.091
0.425 -0.222 -0.598

***

Record 6
DFT (ωB97M-V/def2-TZVPD) results for a cluster of 2 separate species, C33H49ClFN2O3 in total.

## Properties
Kohn-Sham gap = 8.212 eV
Charge = +1

Geometry (Å):
C (6.29871, 1.26277, -1.68759)
C (5.56482, 0.00846, -2.37005)
C (4.00769, -0.13412, -2.01792)
Cl (3.93285, -1.21033, -0.49379)
C (3.11635, -0.78411, -3.20570)
C (3.86937, -1.96097, -4.01819)
C (4.14571, -3.28099, -3.15723)
C (4.20294, -4.56368, -4.16428)
F (5.41663, -3.28809, -2.46152)
O (2.00870, -1.37175, -2.42540)
C (1.07075, -1.79329, -3.44894)
O (0.29381, -2.75281, -3.36544)
O (1.23762, -0.84113, -4.53518)
C (2.20648, 0.17688, -4.11052)
C (1.55948, 1.50134, -3.47689)
C (0.12330, 1.30234, -2.81445)
C (-1.16783, 0.88026, -3.60916)
C (-2.56152, 0.68875, -2.97143)
C (-2.78570, 0.90589, -1.45363)
C (-1.53048, 1.37214, -0.62043)
C (-0.11447, 1.56401, -1.27999)
C (1.04104, 2.05393, -0.27462)
C (3.05501, 0.75133, -5.33990)
C (4.08348, 1.89539, -5.21872)
C (4.83916, 2.35967, -6.45031)
N (4.76764, 1.95414, -7.81159)
C (3.79150, 0.92242, -7.87536)
C (2.94776, 0.26360, -6.79775)
H (6.25064, 1.17264, -0.55205)
H (5.81517, 2.21733, -2.08380)
H (7.39737, 1.22825, -2.04330)
H (6.15058, -0.93466, -2.05202)
H (5.74186, 0.09343, -3.50949)
H (3.64302, 0.88863, -1.67246)
H (4.89518, -1.62591, -4.43606)
H (3.27929, -2.30167, -4.95185)
H (3.34584, -3.53661, -2.38857)
H (3.49895, -4.43032, -5.06828)
H (3.76649, -5.46356, -3.58292)
H (5.27060, -4.82727, -4.46814)
H (2.21257, 2.04929, -2.72107)
H (1.40970, 2.24102, -4.35417)
H (-1.04120, 0.67813, -4.72104)
H (-3.40948, 0.34413, -3.67069)
H (-3.82669, 0.72066, -1.03758)
H (-1.68674, 1.55291, 0.50104)
H (0.76973, 1.72842, 0.79360)
H (0.96767, 3.20998, -0.26323)
H (2.09243, 1.75941, -0.59495)
H (4.27460, 2.38748, -4.20594)
H (5.61660, 3.19395, -6.26319)
H (3.62164, 0.52063, -8.94543)
H (2.23452, -0.58710, -7.06294)
C (-1.96530, -0.37786, 7.74606)
C (-2.60870, -1.31446, 6.73383)
C (-2.38797, -0.92579, 5.26793)
C (-2.89868, 0.42905, 4.76733)
N (-4.38219, 0.56188, 4.37559)
C (-5.37201, 0.09775, 5.43381)
C (-5.30400, 1.16919, 6.49989)
C (-5.19758, 2.46775, 5.71512)
C (-4.69268, 2.08854, 4.32658)
C (-4.72576, 0.00903, 2.98521)
C (-4.46577, -1.47856, 2.77698)
C (-3.13204, -1.74996, 2.08105)
H (-2.24558, 0.66551, 7.58823)
H (-2.28197, -0.65506, 8.75473)
H (-0.87577, -0.45032, 7.70527)
H (-3.66717, -1.42756, 6.96690)
H (-2.17472, -2.31031, 6.87911)
H (-2.75543, -1.74761, 4.65804)
H (-1.30275, -0.91998, 5.10694)
H (-2.34806, 0.70930, 3.86431)
H (-2.68767, 1.20367, 5.50733)
H (-6.36517, 0.08813, 4.97249)
H (-5.13665, -0.91112, 5.75708)
H (-4.41827, 1.04425, 7.12731)
H (-6.16922, 1.15667, 7.16356)
H (-4.52849, 3.17793, 6.20562)
H (-6.17365, 2.95525, 5.63458)
H (-3.79353, 2.62375, 4.01745)
H (-5.47962, 2.24734, 3.58578)
H (-4.18477, 0.62043, 2.25631)
H (-5.79443, 0.19679, 2.84872)
H (-5.24887, -1.87243, 2.12027)
H (-4.55956, -2.04291, 3.70684)
H (-3.19705, -1.50022, 1.01802)
H (-2.88201, -2.81321, 2.15574)
H (-2.30813, -1.17615, 2.50048)

Cartesian forces (eV/Å) of the 6 atoms listed first:
-0.144 -0.767 -0.700
1.006 -0.117 -0.337
1.383 0.247 -0.489
-0.024 0.954 -0.925
-0.013 0.114 1.862
0.807 -0.115 -0.026

***

| no. | E (eV) |
| --- | --- |
| 1 | -32226.9245 |
| 2 | -30054.9396 |
| 3 | -21265.3834 |
| 4 | -9266.8207 |
| 5 | -7906.4643 |
| 6 | -59363.9439 |